DFT (the ωB97M-V functional and the def2-TZVPD basis) results for a cluster of 2 separate species, C2H4S2 in total in a non-equilibrium geometry.

Positions of all 8 atoms, in Å:
C1 0.4658 0.0118 -0.3231
C2 -0.7490 -0.0138 0.4339
S1 1.9154 1.0653 0.0251
S2 1.8116 -1.0657 0.0002
H1 -0.1885 0.0591 -1.9284
H2 -0.6299 -0.1959 1.4444
H3 -1.4022 -0.8551 0.0055
H4 -1.2232 0.9943 0.3424

Cartesian forces (eV/Å) of the 6 atoms listed first:
C 0.6 0.4 -4.6
C -3.0 0.2 -1.4
S -0.9 -1.1 -0.2
S 0.2 0.5 -0.2
H 2.1 0.0 3.6
H 0.6 -0.4 2.2

## Properties
Multiplicity: 1
Total charge: 0
ΔE to the lowest compared entry with this formula, charge and spin, eV: 2.896
HOMO-LUMO gap, eV: 8.32
Molecular weight, g/mol: 92.2
HOMO, hartree: -0.319
Largest force on an atom, eV Å⁻¹: 4.678

DFT (the ωB97M-V functional and the def2-TZVPD basis) results for a structure of composition C2H4S2 in a non-equilibrium geometry.

Positions of all 8 atoms, in Å:
C1 -0.4301 -0.3153 0.5673
C2 0.0453 0.8780 -0.1247
S1 1.1468 -2.1763 -0.9827
S2 -1.4943 -0.6372 1.6946
H1 0.1711 -1.4679 0.0707
H2 1.1903 1.0100 -0.2849
H3 -0.2262 1.8083 0.2396
H4 -0.4029 0.9003 -1.1798

Cartesian forces (eV/Å) of the 6 atoms listed first:
C 0.1 -1.1 0.4
C 2.1 -0.2 -3.2
S -0.6 0.6 0.7
S 0.8 0.1 -0.9
H -0.2 0.6 0.0
H -1.9 -1.0 0.3

## Properties
Multiplicity: 1
Total charge: 0
ΔE to the lowest compared entry with this formula, charge and spin, eV: 3.943
HOMO-LUMO gap (spin up / spin down), eV: 6.52 / 6.25
Molecular weight, g/mol: 92.2
HOMO (spin up / spin down), hartree: -0.323 / -0.311
Largest force on an atom, eV Å⁻¹: 3.860

DFT (the ωB97M-V functional and the def2-TZVPD basis) results for an isolated molecule of C2H4S2 in a non-equilibrium geometry.

Positions of all 8 atoms, in Å:
C1 0.4766 -0.0245 -0.0152
C2 -0.8743 0.6084 0.0032
S1 0.4709 -1.7893 -0.0187
S2 1.7398 0.9955 0.0119
H1 -1.0729 0.9703 1.0140
H2 -0.8355 1.4872 -0.6412
H3 -1.6818 -0.0466 -0.3066
H4 1.7774 -2.2012 -0.0473

Cartesian forces (eV/Å) of the 6 atoms listed first:
C 1.0 0.1 0.0
C -0.6 -0.1 0.0
S -0.2 0.0 0.0
S 0.5 -0.6 0.0
H 0.0 -0.1 0.0
H -0.1 -0.1 0.0

## Properties
Multiplicity: 1
Total charge: 0
ΔE to the lowest compared entry with this formula, charge and spin, eV: 0.183
HOMO-LUMO gap, eV: 8.50
Molecular weight, g/mol: 92.2
HOMO, hartree: -0.319
SMILES string: CC(=S)S
Largest force on an atom, eV Å⁻¹: 1.028

DFT (the ωB97M-V functional and the def2-TZVPD basis) results for an isolated molecule of C2H4Si in a non-equilibrium geometry.

Positions of all 7 atoms, in Å:
C1 0.7376 0.5960 -0.1236
C2 0.7308 -0.7206 0.1393
Si1 -0.9969 -0.0923 0.0786
H1 1.4915 1.2236 -0.1556
H2 1.5517 -1.3495 0.3663
H3 -2.0339 0.4368 0.9947
H4 -1.4809 -0.0940 -1.2997

Cartesian forces (eV/Å) of the 6 atoms listed first:
C -2.8 3.7 -1.0
C -1.8 -6.3 0.2
Si 1.2 0.2 0.1
H 3.1 3.5 -0.5
H 0.2 -0.6 1.1
H 0.3 -0.5 0.2

## Properties
Multiplicity: 3
Total charge: 0
ΔE to the lowest compared entry with this formula, charge and spin, eV: 1.348
HOMO-LUMO gap (spin up / spin down), eV: 6.15 / 6.94
Molecular weight, g/mol: 56.1
HOMO (spin up / spin down), hartree: -0.198 / -0.353
Largest force on an atom, eV Å⁻¹: 6.578

DFT (the ωB97M-V functional and the def2-TZVPD basis) results for a structure of composition C2H5BCl2O2 in a non-equilibrium geometry.

Positions of all 12 atoms, in Å:
B1 -1.9037 0.6576 -1.8483
C1 1.0044 -0.0776 1.1699
C2 -0.5017 -0.3952 0.8832
O1 -2.0582 -0.6289 -1.5956
O2 -2.2417 1.3637 -2.9415
Cl1 -1.3460 0.0491 2.2707
Cl2 -0.7962 1.4296 -0.5947
H1 1.5240 -0.2422 0.1142
H2 1.0353 0.9426 1.3330
H3 1.4081 -0.7808 1.9561
H4 -1.7645 -0.9089 -0.6193
H5 -2.1239 2.3425 -2.8916

Cartesian forces (eV/Å) of the 6 atoms listed first:
B 1.2 -0.1 0.6
C -0.4 -3.1 -3.5
C 1.3 -0.9 0.0
O -0.6 -1.2 1.6
O -0.4 1.1 -0.1
Cl -0.8 0.3 0.9

## Properties
Multiplicity: 1
Total charge: 0
ΔE to the lowest compared entry with this formula, charge and spin, eV: 2.214
HOMO-LUMO gap, eV: 8.75
Molecular weight, g/mol: 142.8
HOMO, hartree: -0.328
Largest force on an atom, eV Å⁻¹: 4.698

DFT (the ωB97M-V functional and the def2-TZVPD basis) results for an isolated molecule of C2H5BO in a non-equilibrium geometry.

Positions of all 9 atoms, in Å:
B1 -0.6538 -0.5630 -1.8152
C1 -0.3157 0.1318 -0.4591
C2 0.6814 0.2045 0.9519
O1 -1.1834 -1.1483 -2.7141
H1 -0.6410 1.1292 -0.4792
H2 -0.7917 -0.3860 0.4529
H3 0.4159 0.8334 1.7701
H4 0.5619 -0.8668 1.2269
H5 1.7428 0.3862 0.7993

Cartesian forces (eV/Å) of the 6 atoms listed first:
B 1.1 0.2 2.5
C 0.3 -0.5 4.1
C 2.1 -2.7 -2.6
O -0.1 -0.2 -1.0
H -1.0 1.3 -0.4
H -2.0 0.5 -2.9

## Properties
Multiplicity: 1
Total charge: 0
ΔE to the lowest compared entry with this formula, charge and spin, eV: 2.208
HOMO-LUMO gap, eV: 11.18
Molecular weight, g/mol: 55.9
HOMO, hartree: -0.395
SMILES string: CCB=O
Largest force on an atom, eV Å⁻¹: 4.318

DFT (the ωB97M-V functional and the def2-TZVPD basis) results for an isolated molecule of C2H5BO in a non-equilibrium geometry.

Positions of all 9 atoms, in Å:
B1 0.2617 1.8268 0.1864
C1 -0.1081 -0.4772 0.8791
C2 -0.0667 -1.5404 -0.2398
O1 0.2432 0.6529 0.6350
H1 -0.8440 2.2195 -0.1305
H2 1.0368 2.7411 0.2597
H3 -1.0977 -1.4766 -0.5263
H4 0.5840 -1.3823 -1.1710
H5 -0.0093 -2.5638 0.1073

Cartesian forces (eV/Å) of the 6 atoms listed first:
B -1.8 5.8 -1.4
C -1.3 -5.6 1.4
C 1.2 1.6 -0.6
O 2.2 -0.9 -0.4
H 0.3 -0.2 -0.3
H 0.7 -1.0 0.1

## Properties
Multiplicity: 1
Total charge: 0
ΔE to the lowest compared entry with this formula, charge and spin, eV: 4.670
HOMO-LUMO gap, eV: 9.01
Molecular weight, g/mol: 55.9
HOMO, hartree: -0.304
Largest force on an atom, eV Å⁻¹: 6.292

DFT (the ωB97M-V functional and the def2-TZVPD basis) results for a cluster of 2 separate species, C2H5BO2 in total in a non-equilibrium geometry.

Positions of all 10 atoms, in Å:
B1 0.2259 0.3274 1.1392
C1 -0.4554 -0.9293 -1.5198
C2 0.5612 -0.2528 -0.9323
O1 -0.5578 1.3414 1.1389
O2 0.9858 -0.0941 2.2344
H1 -0.6073 -1.0813 -2.5830
H2 -1.2803 -1.2194 -1.0022
H3 1.4063 0.3221 -1.3137
H4 -0.7165 2.1043 1.7627
H5 1.0683 0.2933 3.0570

Cartesian forces (eV/Å) of the 6 atoms listed first:
B 3.7 -2.4 -1.3
C 3.2 2.1 -1.0
C -2.3 0.2 3.5
O -2.9 4.0 0.1
O -0.4 -2.0 -4.2
H 0.6 0.1 -0.3

## Properties
Multiplicity: 1
Total charge: 0
ΔE to the lowest compared entry with this formula, charge and spin, eV: 2.859
HOMO-LUMO gap, eV: 9.31
Molecular weight, g/mol: 71.9
HOMO, hartree: -0.336
Largest force on an atom, eV Å⁻¹: 4.937

DFT (the ωB97M-V functional and the def2-TZVPD basis) results for a cluster of 2 separate species, C2H5BrClN in total in a non-equilibrium geometry.

Positions of all 10 atoms, in Å:
C1 1.1686 -0.7749 -0.2437
C2 -0.0514 1.2006 0.2346
N1 0.6138 0.5223 -0.6100
Cl1 -0.7113 2.7382 -0.2421
Br1 -2.8816 -0.9577 0.2915
H1 2.1375 -1.0932 -0.5060
H2 1.1001 -0.9283 0.8482
H3 0.4329 -1.4744 -0.8552
H4 -0.0962 1.0081 1.2797
H5 -1.7125 -0.2407 -0.1970

Cartesian forces (eV/Å) of the 6 atoms listed first:
C -3.9 -1.1 0.2
C 2.0 -0.4 -1.9
N -0.1 0.9 0.4
Cl -0.1 -0.3 0.1
Br 0.6 0.3 -0.3
H 1.3 0.7 -1.0

## Properties
Multiplicity: 1
Total charge: 0
ΔE to the lowest compared entry with this formula, charge and spin, eV: 1.444
HOMO-LUMO gap, eV: 11.19
Molecular weight, g/mol: 158.4
HOMO, hartree: -0.388
SMILES string: C/N=C/Cl.Br
Largest force on an atom, eV Å⁻¹: 4.006

DFT (the ωB97M-V functional and the def2-TZVPD basis) results for an isolated molecule of C2H5BrN2O in a non-equilibrium geometry.

Positions of all 11 atoms, in Å:
C1 1.1520 -0.9995 -0.1789
C2 -0.3007 -1.2081 -0.3775
N1 0.8971 1.2813 0.7255
N2 1.5654 0.2575 0.2495
O1 1.9170 -1.9247 -0.2473
Br1 3.6236 0.1691 0.0076
H1 -0.9051 -0.4929 0.3019
H2 -0.5664 -0.9928 -1.4263
H3 -0.4735 -2.2635 -0.0355
H4 0.8619 2.1752 0.2390
H5 1.3058 1.5366 1.6380

Cartesian forces (eV/Å) of the 6 atoms listed first:
C -0.3 0.0 1.3
C -1.8 0.7 1.5
N 0.1 1.6 2.0
N 2.9 -1.7 -1.9
O 0.3 0.0 -0.6
Br -1.4 1.0 0.5

## Properties
Multiplicity: 1
Total charge: 0
ΔE to the lowest compared entry with this formula, charge and spin, eV: 1.493
HOMO-LUMO gap, eV: 9.13
Molecular weight, g/mol: 153.0
HOMO, hartree: -0.350
SMILES string: CC(=O)N(N)Br
Largest force on an atom, eV Å⁻¹: 3.892